1.
10
Properties=species:S:1:pos:R:3:forces:R:3:nbo_charge:R:1 method="wB97M-V/def2-TZVPD" e_above_lowest_kcal_mol=117.9 total_energy_ha=-372.44400 molar_mass_g_mol=106.09 smiles="C1=NC2=CN=NC2=N1" orbital_gap_ev=7.460
C -1.82114 -0.19471 -0.13669 -2.06 2.98 0.31 0.263
N -1.01966 0.97276 0.00306 3.68 1.68 -0.56 -0.347
C 0.19845 0.49901 0.22453 -11.65 -2.14 2.07 0.111
C 1.43377 0.78838 0.12572 9.21 6.15 -2.59 -0.006
N 2.16174 -0.24035 -0.16540 0.73 1.22 0.80 -0.161
N 1.32107 -1.43202 -0.06561 -1.90 -0.74 0.46 -0.171
C 0.17848 -0.99641 0.33124 -1.02 2.25 -2.25 0.293
N -1.20860 -1.20637 0.08500 1.13 -8.55 0.95 -0.428
H -2.92143 -0.13653 -0.34481 1.30 0.08 0.16 0.214
H 1.67730 1.94624 -0.05704 0.57 -2.90 0.66 0.233



2.
53
Properties=species:S:1:pos:R:3:forces:R:3:nbo_charge:R:1 method="wB97M-V/def2-TZVPD" total_energy_ha=-2947.90643 molar_mass_g_mol=634.35 orbital_gap_ev=2.393 total_charge=-1
C -3.37428 3.61337 1.40397 1.48 -6.34 -7.48 -0.301
C -3.02810 2.70077 0.36917 -2.71 5.66 6.51 -0.053
C -2.67152 1.71094 -0.93101 -1.87 0.75 1.32 -0.970
Si -1.03271 2.37906 -1.70471 1.05 2.25 -0.08 1.906
C -0.58332 4.18934 -1.08862 0.63 0.89 0.08 -0.954
C -1.71491 5.30681 -1.48676 0.38 -0.27 -0.59 -0.002
F -1.87431 6.33523 -0.41887 0.16 -2.00 -1.57 -0.418
C 0.52656 1.30608 -1.35429 0.84 -0.70 -0.47 -0.936
C 0.45546 0.43145 0.05014 0.15 -0.82 -1.66 -0.456
C 1.64807 -0.73167 -0.10673 -1.58 2.81 -0.70 0.667
F 2.84444 0.03678 -0.61874 -3.07 -3.35 1.53 -0.342
F 1.11848 -1.70984 -1.08386 2.32 2.36 2.87 -0.342
C 1.88703 -1.32207 1.40843 0.10 2.23 1.04 0.602
F 2.58037 -0.21101 2.16389 -2.28 -3.47 -2.34 -0.323
F 0.55872 -1.46126 2.03885 4.15 -0.17 -1.75 -0.319
C 2.87075 -2.62215 1.50672 2.77 1.01 -0.93 0.608
F 3.92722 -2.31011 2.48988 -3.47 -1.66 -2.88 -0.295
F 3.58444 -2.69266 0.17379 -2.35 0.19 4.19 -0.314
C 2.13415 -4.07388 1.67023 1.07 -1.05 -3.21 0.603
F 3.09437 -5.08215 1.08145 -3.21 2.94 2.24 -0.307
F 0.98536 -4.03318 0.70802 3.29 -0.29 3.53 -0.310
C 1.79224 -4.57050 3.16772 1.44 1.24 3.93 0.595
F 1.04652 -3.56579 4.01713 2.43 -2.99 -3.47 -0.297
F 3.11644 -4.71840 3.89055 -4.08 0.71 -2.62 -0.303
C 1.06606 -5.99289 3.38804 0.56 -2.29 3.26 0.599
F 2.11548 -7.02500 3.72942 -3.49 3.38 -1.46 -0.298
F 0.23304 -5.87936 4.64350 2.50 -0.45 -4.31 -0.302
C 0.13131 -6.62169 2.23891 -0.95 -3.88 -1.35 0.580
F -0.31916 -7.97462 2.74702 1.70 4.37 -1.49 -0.307
F 0.83588 -6.95132 0.94291 -2.25 1.66 4.60 -0.296
C -1.30637 -5.81039 1.96914 -3.41 1.04 -0.63 0.940
F -2.44105 -6.60037 2.56750 4.08 2.89 -2.14 -0.311
F -1.61908 -5.64098 0.53072 1.33 -0.65 5.16 -0.300
F -1.35693 -4.47458 2.60074 0.51 -4.57 -2.16 -0.312
O -1.13141 2.52921 -3.48856 -5.29 1.42 0.02 -0.788
C -2.45640 3.02377 -3.89316 -5.85 -0.17 -2.56 0.544
N -3.68027 3.24162 -4.32527 11.09 -1.90 4.03 -0.418
H -3.97737 4.34513 2.12470 1.88 -2.08 -2.05 0.289
H -2.60316 0.58113 -0.62198 -0.23 2.28 -0.31 0.260
H -3.61463 1.83059 -1.65323 2.13 -0.20 1.52 0.309
H -0.36378 4.13123 0.06765 -0.71 0.22 -2.09 0.246
H 0.44576 4.52011 -1.59496 -2.21 -0.78 0.87 0.281
H -1.39310 5.86904 -2.48944 -0.29 -1.19 1.81 0.302
H -2.72149 4.73593 -1.66041 1.49 1.48 0.72 0.150
H 1.45915 2.04444 -1.39465 -2.02 -1.69 0.26 0.280
H 0.64642 0.57112 -2.28495 -0.16 1.37 2.09 0.262
H 0.58162 1.08057 1.01959 -0.17 -1.42 -2.00 0.263
H -0.56498 -0.18375 0.04074 2.30 1.41 0.34 0.236
C 0.41092 7.11611 -4.50197 0.42 0.85 -0.20 -0.180
O -0.19921 5.97405 -4.22284 -0.65 -1.08 0.60 -0.973
H -0.13273 8.04862 -4.27373 -0.62 0.44 0.26 0.069
H 1.37259 7.31179 -3.99793 0.64 -0.16 0.50 0.064
H 0.69143 7.29539 -5.55384 0.04 -0.21 -0.77 0.070



3.
30
Properties=species:S:1:pos:R:3:forces:R:3:nbo_charge:R:1 method="wB97M-V/def2-TZVPD" e_above_lowest_kcal_mol=3.4 total_energy_ha=-1891.69812 molar_mass_g_mol=439.22 orbital_gap_ev=6.709 total_charge=-2
Ag 1.95689 0.20522 -1.98299 0.08 0.06 -0.12 0.760
S 3.95319 -1.01508 -1.11178 -0.16 0.08 0.04 -0.378
C 3.29596 -0.94038 0.47024 -0.13 0.15 -0.36 -0.071
N 2.11043 -0.49040 0.77604 0.22 -0.12 0.33 -0.550
C 1.88709 -0.55384 2.13617 -0.12 -0.02 0.00 0.208
C 0.70474 -0.15868 2.76589 0.03 -0.01 -0.01 -0.238
C 0.59512 -0.28194 4.13938 -0.02 0.01 -0.01 -0.228
C 1.64740 -0.79209 4.90315 0.00 0.00 0.01 -0.255
C 2.82762 -1.19056 4.29451 0.03 0.00 -0.01 -0.216
C 2.93942 -1.07181 2.91526 -0.01 0.05 -0.02 -0.269
S 4.25741 -1.47214 1.85594 0.02 -0.08 0.13 0.311
H -0.10458 0.23305 2.16310 0.01 0.00 0.00 0.232
H -0.32253 0.02091 4.63008 0.02 0.00 -0.01 0.202
H 1.54137 -0.87704 5.97808 0.01 -0.01 -0.01 0.195
H 3.64680 -1.58530 4.88415 -0.01 0.00 -0.01 0.200
O -5.10496 1.51221 -3.14153 -0.01 -0.02 0.08 -0.757
C -4.65612 0.41821 -2.74920 0.04 -0.06 -0.19 0.737
O -5.26155 -0.64927 -2.50290 -0.01 0.06 0.06 -0.779
C -3.11521 0.34861 -2.57334 -0.03 0.04 0.04 -0.086
C -2.51139 -0.83658 -2.16716 0.01 -0.03 0.01 -0.247
C -1.13771 -0.88293 -2.02926 -0.07 0.03 -0.01 0.011
N -0.34722 0.16416 -2.27801 -0.08 -0.23 0.08 -0.520
C -0.91058 1.31195 -2.66214 0.10 0.05 -0.02 0.081
C -2.28722 1.43738 -2.81404 -0.04 0.03 0.00 -0.207
C 0.05085 2.48199 -2.95455 0.07 -0.10 -0.11 0.738
O -0.45867 3.58615 -3.17541 0.02 -0.06 0.02 -0.719
O 1.28276 2.18285 -2.96887 0.02 0.19 0.07 -0.823
H -3.13572 -1.69753 -1.96918 0.00 0.01 0.00 0.233
H -0.63636 -1.79017 -1.70788 0.01 0.01 0.01 0.179
H -2.70724 2.38308 -3.12372 0.01 -0.01 0.00 0.258



4.
14
Properties=species:S:1:pos:R:3:forces:R:3:nbo_charge:R:1 method="wB97M-V/def2-TZVPD" e_above_lowest_kcal_mol=80.5 total_energy_ha=-307.58420 molar_mass_g_mol=88.11 orbital_gap_ev=9.468
O -0.74875 -1.47256 1.12287 -0.16 -0.24 -0.27 -0.691
C -1.22896 -1.10381 -0.06130 0.11 0.23 0.31 0.280
C -1.25191 0.40191 -0.03960 -0.19 -0.05 0.02 -0.580
C 0.07568 0.97217 -0.61442 0.08 0.09 -0.08 -0.412
C 1.28370 0.04930 -0.45919 -0.07 -0.02 -0.44 -0.073
O 1.73522 -0.05192 0.87263 -0.14 -0.10 0.25 -0.723
H -0.66765 -2.43785 1.12847 -0.07 0.08 0.02 0.505
H 1.02934 -0.93879 -0.88127 0.20 0.15 0.10 0.161
H -2.08947 0.72963 -0.66291 0.14 0.03 0.10 0.231
H -1.41190 0.77539 0.98032 0.06 -0.09 -0.05 0.209
H -0.05792 1.20463 -1.67584 0.05 -0.09 0.11 0.215
H 0.30744 1.90717 -0.09422 -0.09 -0.04 -0.16 0.221
H 2.12595 0.43792 -1.03786 -0.10 0.00 0.07 0.186
H 1.01798 -0.45180 1.38428 0.21 0.08 0.01 0.472



5.
91
Properties=species:S:1:pos:R:3:forces:R:3:mulliken_charge:R:1 method="wB97M-V/def2-TZVPD" e_above_lowest_kcal_mol=0.0 total_energy_ha=-3375.98876 molar_mass_g_mol=738.57 orbital_gap_ev=6.952
Mg 8.54441 10.36894 9.68260 0.21 0.03 -0.17 1.847
Cl 7.93432 17.76259 9.44415 0.07 0.01 -0.09 -0.249
C 8.18571 16.04352 9.26299 0.31 0.79 -0.52 0.230
C 8.75920 15.54837 8.06904 0.08 0.58 -0.18 -0.573
C 8.89866 14.20911 7.85897 0.02 0.35 0.22 -0.689
C 8.46658 13.29492 8.85244 0.16 -0.65 -0.24 0.183
O 8.51220 12.03985 8.62692 0.14 -0.09 0.06 -0.782
C 8.01942 13.83409 10.07806 -0.31 -0.78 0.62 -0.088
C 7.64661 12.98845 11.15552 0.39 -0.47 -0.26 0.523
N 7.69960 11.68598 11.23234 -0.23 0.43 0.06 0.604
C 7.18814 11.12367 12.42713 -0.06 -0.12 0.09 0.779
C 6.53175 11.80874 13.43808 0.24 -0.97 0.19 -1.172
C 6.14005 11.11595 14.61386 0.51 -0.70 -0.85 -1.012
C 6.33155 9.76400 14.73896 0.05 0.42 -0.14 -0.915
C 6.92010 9.03506 13.68997 -0.20 -0.44 -0.21 1.256
C 7.05408 7.62662 13.71131 0.67 0.16 0.17 -0.933
C 7.64399 7.00081 12.65151 -0.12 -0.30 0.01 -0.806
C 8.06641 7.76659 11.54320 0.07 -0.17 -0.15 -0.882
N 7.94070 9.06774 11.49910 0.19 -0.17 -0.55 0.538
C 7.35965 9.69327 12.53783 -0.21 1.41 0.21 -0.342
C 7.86382 15.21640 10.26670 -0.33 -0.44 0.30 -1.231
H 9.08744 16.30333 7.35404 -0.05 -0.37 -0.04 0.406
H 9.36133 13.76920 6.99521 0.03 0.13 -0.39 0.516
H 7.31298 13.50818 12.03333 -0.16 0.48 0.28 0.156
H 6.31971 12.86598 13.39580 0.00 -0.03 -0.06 0.399
H 5.70620 11.66573 15.40378 -0.50 0.50 0.73 0.447
H 6.04806 9.19834 15.60573 -0.23 0.09 0.42 0.444
H 6.79530 7.08085 14.61365 -0.20 -0.01 -0.16 0.404
H 7.78164 5.92290 12.65985 0.01 0.19 -0.11 0.445
H 8.50965 7.30847 10.65775 -0.06 0.02 0.23 0.747
H 7.42562 15.57312 11.18532 0.05 0.16 0.15 0.441
C 14.02143 14.86630 8.60875 0.50 0.41 0.98 -1.797
C 14.18829 13.71892 9.63729 -0.73 -0.39 -0.21 2.284
C 13.33477 14.02673 10.88420 -0.24 0.62 -0.54 -1.781
C 15.63824 13.58976 10.08571 0.61 1.27 -0.65 -1.663
C 13.70626 12.45306 8.89463 0.08 0.91 0.62 0.278
C 14.42838 12.06265 7.77188 0.60 -0.41 -0.48 -0.682
C 13.97984 11.03879 6.95825 0.24 0.00 0.09 -1.413
C 12.78318 10.42065 7.29231 0.11 0.28 0.17 0.876
S 11.95503 9.20497 6.42392 -0.74 -0.17 0.28 -0.546
C 10.62224 9.32022 7.61037 0.78 -0.41 -0.70 0.532
N 10.83027 10.15548 8.57212 -0.43 -0.07 0.11 0.524
C 12.03551 10.81226 8.41052 0.20 0.18 0.07 -2.094
C 12.51260 11.83885 9.22089 0.04 0.17 0.01 0.910
C 9.44216 8.48151 7.42151 -0.50 0.33 0.07 0.998
C 9.41857 7.57115 6.35127 -0.07 -0.32 0.54 -0.897
C 8.30782 6.76140 6.19189 0.03 0.47 0.20 -0.760
C 7.23429 6.93638 7.06374 -0.10 -0.83 -0.41 -0.736
C 7.25786 7.87414 8.07457 -0.28 0.25 0.43 0.230
C 8.35622 8.71412 8.30539 0.18 -0.28 -0.36 -0.881
H 14.33343 15.82235 9.05228 -0.09 -0.12 0.00 0.447
H 12.99172 14.96019 8.30467 -0.44 -0.02 -0.10 0.362
H 14.62535 14.72594 7.72332 0.18 -0.20 -0.21 0.379
H 13.77170 14.92556 11.35236 -0.27 -0.41 0.08 0.561
H 13.28748 13.19938 11.59635 0.22 0.08 -0.05 0.115
H 12.29536 14.27420 10.60217 0.37 -0.07 0.11 0.302
H 15.91329 14.48601 10.68414 -0.12 -0.49 -0.30 0.461
H 16.31290 13.59720 9.20406 -0.23 -0.23 0.57 0.318
H 15.81374 12.71877 10.69171 0.07 -0.42 0.13 0.238
H 15.37359 12.56756 7.53663 -0.47 -0.25 0.02 0.352
H 14.53613 10.71147 6.08387 -0.04 0.14 0.12 0.411
H 11.93126 12.20195 10.05877 -0.07 -0.25 -0.06 0.437
H 10.28458 7.41124 5.71069 -0.15 0.17 0.07 0.357
H 8.28011 6.02223 5.40609 -0.07 -0.09 -0.05 0.411
H 6.38570 6.26587 6.96376 -0.08 0.15 -0.03 0.372
H 6.36025 7.93670 8.71103 0.40 0.06 -0.22 0.372
C 14.86210 10.66565 12.44821 0.64 0.38 -0.07 -1.103
C 13.72558 10.86618 13.40868 -0.84 -0.40 -0.29 -0.205
O 12.71709 9.81918 13.27364 0.37 0.45 -0.15 -0.407
P 11.37037 10.08726 12.34750 0.36 0.83 0.69 0.459
O 11.23280 8.71782 11.58155 -0.03 -0.52 -0.47 0.129
C 11.45846 7.44472 12.19513 -0.26 -0.63 -0.12 0.098
C 12.58365 6.74116 11.45774 -0.07 -0.01 0.52 -1.452
O 10.24877 9.82713 13.51749 -0.23 0.53 0.09 -0.432
C 10.09453 10.94376 14.42204 -0.11 -0.55 0.31 0.073
C 10.54717 10.53556 15.80293 0.33 0.56 0.12 -1.555
H 15.59063 11.48090 12.56529 -0.11 -0.18 0.15 0.424
H 14.56621 10.69310 11.40914 -0.39 -0.05 -0.32 0.127
H 15.38467 9.72997 12.62427 -0.02 -0.16 0.10 0.437
H 13.23594 11.84450 13.24760 0.27 -0.31 0.23 0.191
H 14.09778 10.78083 14.42923 -0.18 0.20 0.07 0.331
H 10.51794 6.87564 12.11507 0.31 0.20 0.00 0.139
H 11.67727 7.57996 13.24970 0.06 -0.04 0.13 0.331
H 12.41210 6.81554 10.39405 0.04 0.03 -0.34 0.255
H 12.63415 5.68356 11.72648 -0.07 0.05 0.05 0.434
H 13.53816 7.19622 11.71800 0.05 0.07 -0.15 0.277
H 9.05020 11.23389 14.46174 -0.28 -0.10 -0.24 0.091
H 10.64432 11.81560 14.07656 0.25 0.15 -0.21 0.372
H 9.97020 9.69344 16.15563 -0.15 -0.26 0.11 0.326
H 10.43130 11.36994 16.50954 -0.07 -0.19 -0.16 0.429
H 11.59984 10.26775 15.77996 0.11 -0.15 0.05 0.264



| no. | largest force on an atom (eV/A) |
| --- | --- |
| 1 | 12.0 |
| 2 | 12.0 |
| 3 | 0.4 |
| 4 | 0.5 |
| 5 | 1.6 |